No. 1
Molecular formula: C50H55BrN2O3P2SeSiTl
Method: DFT, ωB97M-V with the def2-TZVPD basis set

Last column: Mulliken charge in e.
Geometry (Å):
Tl (12.854, 12.124, 14.153)  1.139
O (11.753, 13.899, 15.736)  0.058
P (10.434, 14.656, 15.730)  0.415
C (10.132, 15.575, 14.132)  -1.009
P (10.422, 14.668, 12.559)  0.144
O (11.846, 14.115, 12.472)  0.067
C (9.156, 13.482, 12.380)  0.626
C (7.771, 13.847, 12.311)  -0.516
C (6.789, 12.892, 12.190)  -0.754
C (7.165, 11.571, 12.157)  -0.699
C (8.501, 11.196, 12.213)  -0.238
C (9.526, 12.136, 12.236)  -0.439
C (10.146, 15.878, 11.284)  0.631
C (10.805, 15.731, 10.046)  -0.653
C (10.521, 16.566, 8.957)  -0.691
C (9.553, 17.564, 9.113)  -0.373
C (8.945, 17.776, 10.340)  -0.875
C (9.278, 16.960, 11.422)  -0.185
C (8.945, 13.780, 16.127)  0.770
C (8.987, 12.392, 16.325)  -0.352
C (7.799, 11.696, 16.490)  -0.615
C (6.593, 12.360, 16.590)  -0.614
C (6.544, 13.731, 16.530)  -0.682
C (7.722, 14.466, 16.328)  -0.572
C (10.497, 15.905, 17.003)  0.384
C (9.870, 17.168, 16.942)  -0.075
C (9.770, 18.000, 18.060)  -0.828
C (10.312, 17.555, 19.266)  -0.354
C (10.949, 16.315, 19.364)  -0.556
C (11.087, 15.503, 18.238)  -0.850
H (10.902, 16.356, 14.152)  0.615
H (9.123, 16.059, 14.109)  0.287
H (7.498, 14.899, 12.421)  0.306
H (5.732, 13.153, 12.085)  0.394
H (6.402, 10.826, 12.176)  0.431
H (8.708, 10.113, 12.283)  0.487
H (10.561, 11.833, 12.117)  0.327
H (11.498, 14.926, 9.937)  0.461
H (11.058, 16.455, 8.019)  0.413
H (9.252, 18.194, 8.290)  0.371
H (8.219, 18.564, 10.442)  0.413
H (8.737, 17.144, 12.358)  0.217
H (9.933, 11.837, 16.346)  0.464
H (7.804, 10.620, 16.552)  0.589
H (5.692, 11.803, 16.755)  0.431
H (5.586, 14.263, 16.599)  0.365
H (7.655, 15.581, 16.234)  0.208
H (9.337, 17.521, 16.045)  0.279
H (9.177, 18.896, 17.999)  0.397
H (10.248, 18.159, 20.179)  0.331
H (11.352, 15.984, 20.313)  0.419
H (11.601, 14.542, 18.259)  0.487
C (16.741, 8.839, 20.654)  -1.579
C (15.390, 9.357, 21.204)  1.948
C (15.561, 10.657, 21.996)  -1.614
C (14.696, 8.273, 22.032)  -1.978
C (14.525, 9.702, 19.957)  -0.269
C (14.904, 10.779, 19.119)  -0.411
C (14.161, 11.182, 18.040)  -0.790
Br (14.941, 12.535, 16.984)  -0.216
C (12.880, 10.576, 17.791)  0.504
O (12.191, 10.983, 16.805)  -0.495
C (12.479, 9.484, 18.659)  -0.709
C (13.343, 9.032, 19.657)  0.401
C (11.120, 8.755, 18.502)  2.349
C (9.977, 9.727, 18.854)  -1.349
C (10.966, 7.500, 19.424)  -2.329
C (10.927, 8.285, 17.003)  -1.713
H (17.378, 8.487, 21.456)  0.456
H (17.306, 9.622, 20.131)  0.307
H (16.540, 7.996, 19.963)  0.325
H (16.150, 10.450, 22.909)  0.416
H (14.629, 11.134, 22.316)  0.325
H (16.108, 11.393, 21.418)  0.354
H (15.242, 7.986, 22.958)  0.338
H (14.591, 7.373, 21.455)  0.400
H (13.692, 8.595, 22.325)  0.416
H (15.865, 11.250, 19.304)  0.251
H (13.068, 8.138, 20.199)  0.293
H (10.028, 9.977, 19.918)  0.316
H (9.011, 9.279, 18.704)  0.500
H (10.013, 10.646, 18.268)  -0.021
H (11.028, 7.772, 20.488)  0.417
H (11.753, 6.762, 19.271)  0.423
H (9.996, 7.050, 19.243)  0.450
H (11.064, 9.144, 16.327)  0.110
H (9.928, 7.884, 16.918)  0.523
H (11.617, 7.504, 16.774)  0.405
Se (15.741, 11.097, 11.646)  0.196
N (15.136, 12.531, 12.745)  -0.693
C (15.296, 13.660, 12.083)  0.924
C (15.110, 14.950, 12.660)  -0.387
C (15.787, 16.009, 12.109)  -0.730
C (16.440, 15.924, 10.822)  -0.442
C (16.382, 14.783, 10.074)  -0.736
C (15.927, 13.541, 10.702)  0.744
N (16.102, 12.335, 10.249)  -0.961
H (14.504, 15.031, 13.565)  0.251
H (15.808, 16.912, 12.712)  0.345
H (16.961, 16.826, 10.451)  0.288
H (16.660, 14.811, 9.022)  0.409
C (12.662, 8.782, 8.133)  -1.113
Si (11.976, 8.773, 9.954)  0.112
C (12.317, 7.186, 11.033)  -1.041
C (10.105, 9.186, 9.905)  -0.830
C (12.983, 10.079, 10.874)  -0.282
C (13.884, 10.817, 11.251)  0.470
H (11.891, 8.365, 7.468)  0.332
H (13.596, 8.278, 7.991)  0.329
H (12.773, 9.814, 7.797)  0.340
H (11.854, 6.321, 10.584)  0.354
H (11.876, 7.294, 12.054)  0.264
H (13.387, 6.988, 11.151)  0.318
H (9.717, 8.904, 8.944)  0.438
H (9.835, 10.266, 10.051)  0.110
H (9.495, 8.619, 10.631)  0.245

Cartesian forces (eV/Å) of the 6 atoms listed first:
0.2 -0.4 0.2
-2.2 0.8 -0.2
2.5 0.0 -0.7
-0.5 0.0 0.3
3.7 0.1 0.6
-2.5 0.5 0.1

net charge	-1
LUMO (alpha / beta)	1.79 / 1.79	eV
E_tot	-228401.9991	eV
HOMO level (alpha / beta)	-2.28 / -2.31	eV
gap between HOMO and LUMO (alpha / beta)	0.150 / 0.151	hartree

=====

No. 2
Molecular formula: C22H41BiBrNP3Se
Method: DFT, ωB97M-V with the def2-TZVPD basis set

Last column: Mulliken charge in e.
Geometry (Å):
Bi (-0.069, 0.014, 0.616)  1.435
P (0.269, 2.405, 2.360)  0.468
P (-2.730, 0.838, 0.510)  0.637
P (2.711, 0.085, 0.486)  0.609
H (-1.377, -2.632, -7.280)  0.402
C (-0.545, -3.316, -7.080)  -0.624
C (-0.708, -4.516, -6.518)  -0.449
H (-1.699, -4.933, -6.325)  0.279
C (0.408, 4.068, 1.569)  -1.285
C (-1.075, 2.717, 3.582)  -1.157
C (1.728, 2.457, 3.483)  -1.199
C (-3.420, -0.247, -0.794)  -1.139
C (-3.804, 0.617, 1.963)  -1.202
C (-3.102, 2.533, -0.059)  -1.154
C (3.083, -1.156, -0.808)  -1.121
C (3.649, -0.427, 1.956)  -1.173
C (3.557, 1.593, -0.085)  -1.033
H (0.448, -3.015, -7.440)  0.259
H (0.155, -5.172, -6.380)  0.256
H (0.455, 4.828, 2.367)  0.475
H (-0.460, 4.267, 0.921)  0.311
H (1.320, 4.128, 0.953)  0.338
H (-0.756, 3.574, 4.197)  0.538
H (-1.225, 1.841, 4.235)  0.320
H (-2.032, 2.955, 3.090)  0.368
H (1.639, 3.377, 4.083)  0.558
H (2.675, 2.478, 2.921)  0.366
H (1.741, 1.587, 4.161)  0.342
H (-4.518, -0.210, -0.739)  0.462
H (-3.089, -1.287, -0.643)  0.344
H (-3.092, 0.080, -1.793)  0.329
H (-4.716, 1.217, 1.832)  0.449
H (-3.285, 0.943, 2.874)  0.265
H (-4.071, -0.441, 2.061)  0.434
H (-4.196, 2.617, -0.152)  0.499
H (-2.622, 2.718, -1.031)  0.325
H (-2.747, 3.284, 0.664)  0.295
H (4.169, -1.330, -0.815)  0.460
H (2.760, -0.808, -1.801)  0.318
H (2.568, -2.103, -0.590)  0.353
H (4.702, -0.522, 1.664)  0.488
H (3.279, -1.393, 2.317)  0.351
H (3.563, 0.308, 2.766)  0.312
H (4.634, 1.375, -0.149)  0.477
H (3.401, 2.422, 0.618)  0.287
H (3.174, 1.889, -1.072)  0.302
C (0.147, 0.619, -3.190)  0.883
C (-0.373, -0.697, -3.184)  -0.198
C (-0.310, -1.467, -4.339)  -0.668
C (0.135, -0.879, -5.525)  0.051
C (0.575, 0.445, -5.575)  -1.023
C (0.591, 1.189, -4.402)  -0.462
Se (0.243, 1.713, -1.640)  -0.005
H (-0.155, -1.481, -0.408)  0.012
H (-0.799, -1.133, -2.281)  0.168
H (-0.632, -2.510, -4.313)  0.408
H (0.119, -1.441, -6.438)  0.174
H (0.898, 0.878, -6.524)  0.425
H (0.942, 2.218, -4.429)  0.450
Br (-0.634, -5.423, 3.261)  -0.098
C (-0.363, -3.605, 3.733)  -0.498
C (-0.231, -3.197, 5.067)  -0.076
C (-0.041, -1.832, 5.312)  -1.086
C (0.010, -0.934, 4.243)  -0.256
N (-0.115, -1.328, 2.960)  -0.053
C (-0.300, -2.656, 2.702)  -0.127
H (-0.281, -3.933, 5.865)  0.504
H (0.069, -1.441, 6.323)  0.461
H (0.153, 0.144, 4.431)  0.355
H (-0.398, -2.958, 1.656)  0.484

Cartesian forces (eV/Å) of the 6 atoms listed first:
0.3 0.6 0.8
0.2 1.4 0.8
-1.2 0.0 -0.6
0.9 -0.4 -0.5
0.2 -0.4 -0.1
0.0 -0.7 -0.1

net charge	+3
LUMO (alpha / beta)	-11.37 / -11.53	eV
E_tot	-194035.8007	eV
HOMO level (alpha / beta)	-15.96 / -15.95	eV
gap between HOMO and LUMO (alpha / beta)	0.169 / 0.162	hartree

=====

No. 3
Molecular formula: C4H9N2O
Method: DFT, ωB97M-V with the def2-TZVPD basis set

Last column: Mulliken charge in e.
Geometry (Å):
C (-0.296, 0.248, -0.270)  0.159
C (1.519, -1.070, 0.169)  -0.415
C (1.933, 0.417, 0.200)  -0.422
C (-2.204, 0.654, -0.277)  -0.288
N (0.108, -0.990, -0.202)  -0.104
N (0.661, 1.104, -0.040)  -0.119
O (-2.872, -0.496, -0.301)  -0.457
H (2.087, -1.655, -0.555)  0.306
H (1.607, -1.545, 1.150)  0.278
H (2.344, 0.719, 1.167)  0.296
H (2.658, 0.669, -0.580)  0.293
H (-2.293, 1.192, -1.216)  0.350
H (-2.267, 1.275, 0.610)  0.367
H (-0.469, -1.799, -0.371)  0.220
H (0.584, 2.107, -0.062)  0.185
H (-3.100, -0.831, 0.579)  0.350

Cartesian forces (eV/Å) of the 6 atoms listed first:
-4.0 0.8 0.4
0.5 -0.3 0.2
0.7 0.1 0.0
3.4 -0.2 -0.5
0.1 -0.1 -0.2
0.3 0.0 0.0

net charge	+1
LUMO	-2.95	eV
E_tot	-9314.2716	eV
HOMO level	-14.24	eV
gap between HOMO and LUMO	0.415	hartree

=====

No. 4
Molecular formula: C28H42O21
Method: DFT, ωB97M-V with the def2-TZVPD basis set

Last column: Mulliken charge in e.
Geometry (Å):
C (-0.355, -1.946, 0.086)  -0.974
C (-0.786, -0.552, 0.502)  0.744
C (0.046, 0.001, 1.698)  -0.375
O (1.053, 0.722, 1.036)  -0.160
C (0.683, 1.036, -0.203)  0.455
O (1.308, 1.741, -0.936)  -0.720
O (-0.404, 0.336, -0.571)  -0.377
H (0.715, -1.993, -0.127)  -0.225
H (-0.878, -2.359, -0.777)  0.250
H (-0.524, -2.709, 0.851)  0.295
H (-1.842, -0.512, 0.757)  0.542
H (0.407, -0.822, 2.305)  0.202
H (-0.643, 0.631, 2.263)  0.123
C (4.068, 1.419, -2.275)  -1.781
C (4.097, 0.151, -1.463)  1.485
C (3.593, -1.118, -2.155)  0.168
O (4.669, -2.035, -2.032)  -0.379
C (5.652, -1.512, -1.262)  0.590
O (6.617, -2.107, -0.903)  -0.553
O (5.342, -0.250, -0.906)  -0.458
H (4.299, 2.317, -1.704)  0.342
H (3.187, 1.623, -2.876)  0.311
H (4.897, 1.332, -2.997)  0.445
H (3.446, 0.374, -0.611)  -0.325
H (3.299, -1.002, -3.198)  0.339
H (2.720, -1.509, -1.629)  -0.194
C (3.345, -0.960, 3.514)  -1.320
C (3.925, -2.249, 2.969)  0.557
C (3.372, -3.489, 3.687)  -0.505
O (2.836, -4.313, 2.646)  -0.397
C (2.876, -3.656, 1.466)  0.578
O (2.532, -4.061, 0.409)  -0.483
O (3.435, -2.434, 1.651)  -0.163
H (2.257, -0.915, 3.431)  0.156
H (3.650, -0.015, 3.063)  0.355
H (3.583, -0.858, 4.577)  0.413
H (5.012, -2.226, 3.059)  0.238
H (2.515, -3.230, 4.312)  0.288
H (4.136, -4.032, 4.237)  0.322
C (-3.757, 4.758, 2.042)  -1.712
C (-2.618, 4.045, 1.336)  1.142
C (-1.529, 5.056, 0.960)  -0.221
O (-0.404, 4.695, 1.748)  -0.321
C (-0.709, 3.653, 2.553)  0.746
O (0.012, 3.123, 3.333)  -0.558
O (-1.969, 3.238, 2.325)  -0.408
H (-3.436, 5.355, 2.898)  0.406
H (-4.459, 4.087, 2.555)  0.390
H (-4.407, 5.296, 1.349)  0.419
H (-2.996, 3.474, 0.490)  -0.198
H (-1.905, 6.036, 1.256)  0.244
H (-1.293, 5.157, -0.098)  0.103
C (2.041, 5.322, -1.961)  -1.277
C (1.244, 6.302, -2.815)  0.585
C (0.514, 5.594, -3.944)  -0.408
O (-0.771, 6.316, -3.922)  -0.364
C (-0.947, 6.844, -2.714)  0.708
O (-1.975, 7.332, -2.349)  -0.559
O (0.198, 6.813, -1.991)  -0.354
H (2.305, 5.723, -0.978)  0.385
H (2.952, 4.946, -2.421)  0.399
H (1.374, 4.521, -1.626)  0.125
H (1.863, 7.110, -3.210)  0.291
H (0.290, 4.540, -3.780)  0.210
H (0.858, 5.754, -4.962)  0.304
C (-4.005, 1.247, -1.084)  -0.948
C (-4.314, -0.126, -1.683)  0.395
C (-3.428, -0.668, -2.820)  -0.441
O (-2.922, -1.888, -2.283)  -0.332
C (-3.651, -2.249, -1.206)  0.719
O (-3.688, -3.288, -0.651)  -0.579
O (-4.168, -1.106, -0.663)  -0.382
H (-3.058, 1.230, -0.548)  -0.065
H (-4.840, 1.515, -0.442)  0.406
H (-3.927, 1.949, -1.918)  0.397
H (-5.344, -0.090, -2.048)  0.335
H (-2.593, -0.006, -3.038)  0.272
H (-4.066, -0.825, -3.686)  0.307
C (-1.213, -5.685, 1.265)  -1.192
C (-1.663, -7.121, 1.464)  0.330
C (-3.174, -7.244, 1.806)  -0.408
O (-3.728, -7.898, 0.690)  -0.346
C (-2.829, -7.987, -0.314)  0.657
O (-3.100, -8.266, -1.433)  -0.518
O (-1.593, -7.812, 0.209)  -0.377
H (-0.263, -5.736, 0.729)  0.366
H (-1.032, -5.195, 2.224)  0.417
H (-1.913, -5.058, 0.712)  0.177
H (-1.021, -7.641, 2.171)  0.411
H (-3.598, -6.234, 1.845)  0.206
H (-3.480, -7.724, 2.735)  0.309

Cartesian forces (eV/Å) of the 6 atoms listed first:
0.0 -0.8 0.1
1.0 -1.1 0.4
-2.0 -0.7 -1.0
0.8 0.6 0.9
0.4 -0.6 -0.7
-0.2 0.3 0.1

LUMO	0.09	eV
structure (SMILES)	C[C@H]1COC(=O)O1.C[C@H]1COC(=O)O1.C[C@H]1COC(=O)O1.C[C@H]1COC(=O)O1.C[C@H]1COC(=O)O1.C[C@H]1COC(=O)O1.C[C@H]1COC(=O)O1
E_tot	-72715.8257	eV
HOMO level	-10.68	eV
gap between HOMO and LUMO	0.396	hartree

=====

What are the energy above the lowest of the compared OMol25 structures with the same formula, charge and spin values for these records? In order: 35.75, 0.00, 40.22, 29.55 kcal per mole.